C6H4N4S3 | wB97M-V/def2-TZVPD

Computed properties:
Highest occupied orbital energy = -9.52 eV
LUMO = -0.725 eV
HOMO-LUMO gap = 8.792 eV
ΔE to the lowest compared entry with this formula, charge and spin = 62.6 kcal per mole

```
! wB97M-V def2-TZVPD RIJCOSX def2/J DEFGRID3
* xyz 0 1
C 4.688 0.565 0.037
C 3.346 0.104 0.541
C 0.822 -0.702 0.124
C -1.454 -0.866 0.531
C -3.550 -0.121 -1.007
C -3.716 1.375 -0.356
H 3.454 -0.295 1.453
H 2.571 0.927 0.641
H -4.579 -0.162 -1.403
H -2.699 0.031 -1.894
N 5.730 0.691 -0.418
N 0.646 -0.313 1.374
N -0.731 -0.487 1.660
N -3.441 2.419 -0.078
S 2.458 -0.862 -0.709
S -3.036 -1.219 0.356
S -0.509 -1.087 -0.853
*
```

How positive or negative is each atom? The Löwdin charges in e answer that: -0.26 -0.46 -0.92 -1.04 -0.41 -0.27 0.03 0.09 0.07 0.12 0.15 -0.02 0.01 0.13 0.89 0.89 1.01

=====

C6H4N6 | wB97M-V/def2-TZVPD

Computed properties:
Highest occupied orbital energy = -8.82 eV
LUMO = -0.505 eV
HOMO-LUMO gap = 8.314 eV
SMILES string = N#Cc1nnc2ccnn2c1N
ΔE to the lowest compared entry with this formula, charge and spin = 122.1 kcal per mole

```
! wB97M-V def2-TZVPD RIJCOSX def2/J DEFGRID3
* xyz 0 1
N -3.721 0.018 0.441
C -2.600 0.124 0.251
C -1.170 0.440 -0.053
N -0.779 1.761 0.002
N 0.494 1.891 -0.181
C 1.237 0.818 -0.301
C 2.498 0.694 0.130
C 2.910 -0.588 0.453
N 1.741 -1.337 0.203
N 0.725 -0.558 -0.386
C -0.479 -0.688 -0.248
N -1.122 -1.829 -0.283
H 3.266 1.502 0.093
H 3.613 -1.374 0.727
H -2.152 -1.815 -0.784
H -0.469 -2.741 0.009
*
```

How positive or negative is each atom? The Löwdin charges in e answer that: 0.16 -0.18 -0.20 0.12 0.07 -0.25 -0.07 -0.04 0.07 0.04 -0.50 0.13 0.13 0.12 0.20 0.21

=====

C6H4NO2 | wB97M-V/def2-TZVPD

Computed properties:
Highest occupied orbital energy = -4.53 eV
LUMO = 3.756 eV
HOMO-LUMO gap = 8.286 eV
SMILES string = N#C[C@]12C[C@@]1(C(=O)[O-])C2
ΔE to the lowest compared entry with this formula, charge and spin = 0.0 kcal per mole

```
! wB97M-V def2-TZVPD RIJCOSX def2/J DEFGRID3
* xyz -1 1
N 1.936 1.613 -1.866
C 1.093 1.336 -1.114
C 0.002 0.968 -0.277
C -1.181 0.142 -0.701
C -0.226 -0.452 0.306
C 0.653 -1.795 0.312
O 0.385 -2.532 -0.597
O 1.359 -2.055 1.297
C -0.223 0.817 1.190
H -2.193 0.326 -0.410
H -1.100 -0.226 -1.681
H 0.704 0.982 1.900
H -1.209 0.876 1.641
*
```

How positive or negative is each atom? The Löwdin charges in e answer that: 0.11 -0.17 -0.31 -0.04 -0.14 -0.73 -0.02 -0.06 -0.04 0.09 0.09 0.14 0.08

=====

C6H4O | wB97M-V/def2-TZVPD

Computed properties:
Highest occupied orbital energy = -8.44 eV
LUMO = 0.125 eV
HOMO-LUMO gap = 8.563 eV
SMILES string = C=C=C=C=C1CO1
ΔE to the lowest compared entry with this formula, charge and spin = 92.2 kcal per mole

```
! wB97M-V def2-TZVPD RIJCOSX def2/J DEFGRID3
* xyz 0 1
C -0.751 -1.989 -2.603
C -0.952 -1.183 -1.589
C -0.779 -0.448 -0.556
C -0.395 0.235 0.461
C 0.393 0.852 1.296
C 1.198 1.946 1.763
O 0.956 0.725 2.521
H -1.532 -2.371 -3.259
H 0.286 -2.296 -2.769
H 0.720 2.833 2.176
H 2.215 2.058 1.388
*
```

How positive or negative is each atom? The Löwdin charges in e answer that: 0.01 -0.11 -0.04 0.06 -0.28 -0.04 0.05 0.06 0.07 0.12 0.12

=====

C6H4O | wB97M-V/def2-TZVPD

Computed properties:
Highest occupied orbital energy = -8.49 eV
LUMO = 0.996 eV
HOMO-LUMO gap = 9.487 eV
SMILES string = C#Cc1ccco1
ΔE to the lowest compared entry with this formula, charge and spin = 32.9 kcal per mole

```
! wB97M-V def2-TZVPD RIJCOSX def2/J DEFGRID3
* xyz 0 1
C -0.034 -2.768 0.525
C 0.034 -1.621 0.890
C -0.034 -0.212 0.711
C 0.947 0.673 0.376
C 0.343 1.612 -0.514
C -0.966 1.258 -0.598
O -1.222 0.174 0.155
H -0.087 -3.719 0.048
H 1.990 0.596 0.654
H 0.840 2.380 -1.087
H -1.811 1.627 -1.160
*
```

How positive or negative is each atom? The Löwdin charges in e answer that: 0.13 -0.05 -0.31 -0.02 -0.06 -0.11 0.04 0.03 0.12 0.10 0.12

=====

C6H4O | wB97M-V/def2-TZVPD

Computed properties:
Highest occupied orbital energy (spin up / spin down) = -9.05 / -9.80 eV
LUMO (spin up / spin down) = -1.489 / -2.161 eV
HOMO-LUMO gap (spin up / spin down) = 7.559 / 7.644 eV
ΔE to the lowest compared entry with this formula, charge and spin = 168.9 kcal per mole

```
! wB97M-V def2-TZVPD RIJCOSX def2/J DEFGRID3
* xyz 0 1
C -2.201 1.702 1.656
C -1.221 1.159 1.020
C 0.000 0.837 0.480
C 0.805 -0.257 0.847
C 1.002 -0.967 -0.319
C 0.324 -0.257 -1.330
O -0.001 0.973 -0.872
H -1.698 -0.381 -0.487
H 1.014 -0.560 1.863
H 1.561 -1.886 -0.453
H 0.415 -0.363 -2.405
*
```

How positive or negative is each atom? The Löwdin charges in e answer that: 0.10 -0.18 -0.38 -0.01 -0.04 -0.10 -0.02 0.25 0.13 0.12 0.13

=====

C6H4OS | wB97M-V/def2-TZVPD

Computed properties:
Highest occupied orbital energy = -9.90 eV
LUMO = 0.037 eV
HOMO-LUMO gap = 9.937 eV
SMILES string = C#CCSC(=O)C#C
ΔE to the lowest compared entry with this formula, charge and spin = 18.9 kcal per mole

```
! wB97M-V def2-TZVPD RIJCOSX def2/J DEFGRID3
* xyz 0 1
C 2.294 0.102 1.063
C 1.552 -0.411 0.262
C 0.661 -1.039 -0.713
S -0.818 -1.818 0.010
C -1.888 -0.445 0.362
O -2.955 -0.643 0.898
C -1.456 0.887 -0.036
C -1.103 1.996 -0.347
H 2.954 0.570 1.800
H 1.198 -1.868 -1.216
H 0.371 -0.331 -1.460
H -0.810 3.001 -0.622
*
```

How positive or negative is each atom? The Löwdin charges in e answer that: 0.11 -0.22 -0.49 1.00 -0.74 0.02 -0.09 0.16 0.04 0.09 0.06 0.05

=====

C6H4S | wB97M-V/def2-TZVPD

Computed properties:
Highest occupied orbital energy = -9.21 eV
LUMO = -0.661 eV
HOMO-LUMO gap = 8.553 eV
ΔE to the lowest compared entry with this formula, charge and spin = 111.7 kcal per mole

```
! wB97M-V def2-TZVPD RIJCOSX def2/J DEFGRID3
* xyz 0 1
C 3.417 -0.008 0.582
C -3.317 -1.114 0.136
C 2.960 0.452 -0.451
C -2.203 -0.674 0.029
C -0.040 0.436 -1.118
C -1.009 0.054 0.046
S -1.121 1.665 -0.858
H 4.057 -0.510 1.214
H -4.278 -1.182 0.549
H 2.169 0.703 -1.146
H -0.635 0.178 1.017
*
```

How positive or negative is each atom? The Löwdin charges in e answer that: 0.00 0.13 -0.02 -0.20 -0.33 -0.56 0.92 -0.01 0.03 -0.04 0.08

=====

C6H53FN4O21 | wB97M-V/def2-TZVPD

Computed properties:
Highest occupied orbital energy = -9.68 eV
LUMO = -0.180 eV
HOMO-LUMO gap = 9.497 eV

```
! wB97M-V def2-TZVPD RIJCOSX def2/J DEFGRID3
* xyz 0 1
C 2.781 1.353 1.157
C 1.322 1.380 0.719
C 0.778 0.005 0.358
F 0.824 -0.170 -1.049
N -0.567 -0.211 0.823
C -1.606 0.278 -0.093
C -2.936 0.662 0.615
N -3.829 -0.483 0.516
N -2.738 1.067 1.992
N -3.606 1.772 -0.062
C -0.801 -1.540 1.247
O -1.474 -1.804 2.238
O -0.334 -2.535 0.432
H 3.040 2.334 1.521
H 2.906 0.638 1.963
H 3.426 1.105 0.321
H 1.159 2.075 -0.097
H 0.719 1.745 1.546
H 1.444 -0.754 0.759
H -1.849 -0.445 -0.868
H -1.223 1.160 -0.596
H -3.521 -1.224 1.132
H -4.748 -0.179 0.803
H -1.836 1.482 2.165
H -2.927 0.326 2.639
H -3.245 1.870 -1.005
H -3.346 2.601 0.457
H 0.557 -2.809 0.660
O -1.695 -4.589 3.354
H -1.537 -3.712 2.981
H -2.636 -4.740 3.230
O 1.536 2.208 -2.649
H 2.443 2.175 -2.970
H 1.461 1.458 -2.048
O -5.222 2.746 3.257
H -4.559 2.180 2.839
H -5.501 2.251 4.032
O 3.553 -0.506 -2.659
H 3.286 -1.431 -2.722
H 2.785 -0.080 -2.271
O -3.928 4.962 0.798
H -4.800 4.955 0.393
H -4.073 5.357 1.663
O 1.614 -2.873 -3.009
H 1.316 -3.789 -3.074
H 0.858 -2.424 -2.617
O 2.676 4.498 0.468
H 1.992 4.733 -0.165
H 2.976 5.344 0.824
O 5.494 1.868 2.466
H 5.713 2.243 3.322
H 6.202 1.233 2.301
O 0.954 -3.204 -5.772
H 1.195 -2.779 -4.938
H 1.482 -2.749 -6.435
O -0.943 -4.247 -2.950
H -1.223 -5.164 -3.024
H -1.700 -3.796 -2.562
O -6.002 2.516 -1.728
H -5.315 2.495 -1.042
H -6.772 2.889 -1.292
O 7.145 -0.637 3.095
H 7.699 -1.293 2.661
H 6.881 -1.048 3.922
O 0.034 -6.897 4.609
H -0.225 -6.519 5.453
H -0.453 -6.371 3.963
O -3.264 -0.516 4.816
H -2.590 -1.047 4.374
H -3.519 -1.043 5.578
O 6.272 -0.507 -1.445
H 6.846 -1.012 -2.026
H 5.437 -0.438 -1.930
O -5.001 -0.066 -3.054
H -4.628 0.123 -3.920
H -5.361 0.780 -2.756
O 2.581 7.231 1.849
H 2.606 7.836 2.595
H 1.998 7.658 1.214
O -1.205 -0.794 -4.907
H -0.855 -0.435 -4.087
H -0.554 -1.450 -5.185
O 3.881 -4.059 -4.753
H 3.600 -4.970 -4.875
H 3.146 -3.653 -4.284
*
```

How positive or negative is each atom? The Löwdin charges in e answer that: -0.09 -0.17 -0.29 -0.03 0.00 -0.06 -0.63 0.11 0.11 0.09 -0.46 0.10 0.12 0.05 0.08 0.08 0.09 0.12 0.15 0.13 0.13 0.06 0.08 0.09 0.04 0.08 0.06 0.13 -0.05 -0.01 0.05 -0.04 0.05 -0.02 -0.08 -0.01 0.03 -0.03 0.03 0.00 -0.05 0.03 0.04 -0.06 0.05 0.04 -0.05 0.04 0.01 -0.05 0.03 0.01 -0.06 -0.02 0.05 -0.04 0.05 0.05 -0.06 -0.01 0.04 -0.04 0.04 0.04 -0.07 0.03 -0.01 -0.05 0.01 0.04 -0.07 0.03 -0.01 -0.07 0.03 -0.01 -0.05 0.04 0.04 -0.05 0.02 0.00 -0.05 0.04 -0.02

=====

C6H58NO23 | wB97M-V/def2-TZVPD

Computed properties:
Highest occupied orbital energy = -11.96 eV
LUMO = -3.390 eV
HOMO-LUMO gap = 8.568 eV
ΔE to the lowest compared entry with this formula, charge and spin = 42.6 kcal per mole

```
! wB97M-V def2-TZVPD RIJCOSX def2/J DEFGRID3
* xyz 1 1
C 47.777 42.752 29.132
O 49.098 42.102 29.019
C 49.801 42.665 27.820
C 51.202 42.132 27.833
N 51.937 42.466 26.713
H 51.473 42.183 25.712
H 52.000 43.558 26.822
C 53.287 41.868 26.705
C 53.307 40.294 26.696
O 54.697 39.936 26.433
C 54.856 38.504 26.047
H 47.336 42.338 30.016
H 47.091 42.727 28.232
H 48.058 43.909 29.312
H 49.709 43.638 27.946
H 49.456 42.534 27.000
H 50.976 41.112 27.881
H 51.552 42.468 28.720
H 53.726 42.237 27.609
H 53.830 42.148 25.834
H 52.580 39.977 25.888
H 53.135 39.969 27.534
H 55.880 38.420 26.533
H 54.765 38.289 24.948
H 54.264 37.813 26.543
O 55.853 35.186 26.781
H 54.855 35.258 26.787
H 55.792 35.133 27.774
O 46.080 39.651 29.593
H 46.126 40.341 30.308
H 46.299 38.780 30.020
O 55.549 43.211 29.905
H 55.830 43.294 30.796
H 54.612 43.654 29.929
O 53.183 44.679 29.156
H 52.429 44.802 29.864
H 53.444 45.572 28.711
O 56.851 37.476 22.950
H 56.920 38.427 23.448
H 57.674 37.347 22.451
O 58.081 39.785 26.414
H 57.915 39.769 25.521
H 57.387 40.447 26.603
O 50.696 41.969 24.184
H 51.411 41.725 23.407
H 49.843 41.786 23.594
O 58.749 37.953 28.233
H 58.341 38.479 27.539
H 58.978 37.069 27.979
O 49.440 40.001 30.063
H 49.144 40.917 29.671
H 48.894 39.315 29.525
O 49.647 46.405 27.985
H 50.225 46.056 27.200
H 48.729 46.717 27.662
O 54.384 40.556 30.108
H 55.003 39.887 30.061
H 54.702 41.422 29.656
O 51.453 37.238 25.444
H 51.041 36.638 24.830
H 52.033 36.711 26.153
O 46.358 45.728 31.282
H 45.786 45.538 30.456
H 47.197 45.742 31.049
O 52.036 39.139 29.910
H 52.819 39.532 30.314
H 51.194 39.502 30.271
O 49.679 39.345 26.038
H 50.215 38.626 25.729
H 49.266 39.700 25.225
O 50.389 41.734 31.968
H 49.943 41.050 31.433
H 50.015 41.898 32.967
O 51.264 44.450 30.940
H 50.700 45.307 31.031
H 50.912 43.616 31.488
O 45.163 45.077 28.679
H 44.461 44.474 28.466
H 45.736 45.119 28.000
O 51.520 45.149 25.441
H 51.479 45.123 24.565
H 51.192 46.169 25.436
O 49.483 46.395 30.557
H 49.608 46.429 29.648
H 49.617 47.296 30.890
O 56.643 40.363 28.100
H 56.845 39.486 28.328
H 55.932 40.371 27.676
*
```

How positive or negative is each atom? The Löwdin charges in e answer that: -0.02 -0.18 -0.08 -0.15 0.03 0.17 0.19 -0.06 -0.11 -0.21 -0.02 0.08 0.11 0.13 0.07 0.04 0.13 0.12 0.12 0.13 0.15 0.01 0.10 0.11 0.04 -0.09 0.04 0.06 -0.10 0.05 0.06 -0.08 0.03 0.06 -0.15 0.03 0.10 -0.13 0.10 0.03 -0.03 0.00 0.05 -0.15 0.16 0.13 -0.05 -0.03 0.03 -0.15 -0.02 0.11 -0.10 0.08 0.12 -0.05 0.00 0.06 -0.09 0.04 0.14 -0.03 0.05 -0.11 -0.10 -0.01 -0.01 -0.05 -0.04 0.04 -0.12 -0.01 0.15 -0.15 0.05 0.10 0.02 0.07 -0.02 -0.03 -0.04 0.15 -0.02 -0.06 0.10 0.06 0.04 -0.12

=====

C6H5AgN2O3PS2 | wB97M-V/def2-TZVPD

Computed properties:
Highest occupied orbital energy = -11.94 eV
LUMO = -6.055 eV
HOMO-LUMO gap = 5.881 eV
ΔE to the lowest compared entry with this formula, charge and spin = 128.1 kcal per mole

```
! wB97M-V def2-TZVPD RIJCOSX def2/J DEFGRID3
* xyz 1 1
O -3.084 -0.478 -1.431
P -1.665 -0.137 -1.943
O -1.740 1.512 -2.462
O -1.259 -1.150 -3.246
C -0.472 -0.213 -0.488
C 0.589 -1.311 -0.214
S 0.786 -2.729 -1.370
C 1.529 -1.270 1.071
C 1.403 -0.113 2.126
C 0.331 1.013 1.918
N 0.091 2.128 2.820
S -1.169 2.956 1.980
N -1.504 2.065 0.570
C -0.573 0.950 0.599
H -0.919 1.744 -2.965
H -1.316 -0.666 -4.102
H 2.032 -3.328 -1.095
H 2.316 -2.084 1.233
H 2.100 -0.096 3.067
Ag 2.523 1.207 3.931
*
```

How positive or negative is each atom? The Löwdin charges in e answer that: -0.31 0.64 -0.18 -0.20 -0.15 -0.50 0.77 -0.02 -0.07 -0.32 -0.31 0.99 -0.22 -0.22 0.08 0.09 -0.08 0.11 -0.01 0.90

=====

C6H5Br2N2O | wB97M-V/def2-TZVPD

Computed properties:
Highest occupied orbital energy = -13.79 eV
LUMO = -6.014 eV
HOMO-LUMO gap = 7.776 eV
SMILES string = O=C(Br)Cc1cc(Br)c[nH+]n1

```
! wB97M-V def2-TZVPD RIJCOSX def2/J DEFGRID3
* xyz 1 1
O -3.033 -0.640 1.738
C -2.588 0.299 0.889
Br -2.549 2.285 1.307
C -1.980 -0.150 -0.598
C -0.318 0.004 -0.435
C 0.420 -1.273 0.156
C 2.023 -1.090 0.358
Br 3.235 -2.502 1.078
C 2.445 0.390 -0.107
N 1.500 1.359 -0.664
N 0.170 1.304 -0.875
H -2.408 0.540 -1.446
H -2.249 -1.269 -0.875
H -0.175 -2.243 0.429
H 3.583 0.696 0.014
H 1.923 2.291 -0.967
*
```

How positive or negative is each atom? The Löwdin charges in e answer that: -0.06 -0.61 0.65 -0.11 -0.14 0.08 -0.50 0.74 0.04 -0.01 0.13 0.13 0.14 0.15 0.16 0.20